Formula: C7H8N4O3
Source: OMol25
Level of theory: the ωB97M-V functional and the def2-TZVPD basis

Output
Kohn-Sham gap = 0.3172 Eh
Max |F| = 3.9 eV/A
Relative energy (zero: lowest compared OMol25 entry of this formula, charge and spin) = 129.9 kcal per mole
Lowest unoccupied orbital energy = -0.7856 eV
DFT total energy = -19484.8360 eV

Positions of all 22 atoms, in Å:
C1 0.707140 -1.397475 1.104666
C2 0.924049 1.416262 -0.542827
C3 0.628626 1.811462 0.784218
C4 -1.463611 -0.874653 0.812353
C5 -0.421501 -1.443018 0.240686
C6 2.404802 1.352123 -0.846469
C7 -0.264732 -2.045848 -1.035336
N1 1.691604 -1.293351 1.658669
N2 -0.550194 2.180287 1.145431
N3 -1.601676 2.553319 1.322935
N4 -2.792831 -0.731376 0.138703
O1 -3.767607 -0.402984 0.778867
O2 0.012754 0.904144 -1.199441
O3 -2.657060 -0.760755 -1.078143
H1 1.309509 2.007289 1.633117
H2 -1.441193 -0.608562 1.923127
H3 3.002999 2.176982 -0.653543
H4 2.418834 1.150583 -1.900860
H5 2.815261 0.387182 -0.271842
H6 -1.261339 -2.452721 -1.329894
H7 0.628819 -2.723559 -0.986512
H8 -0.322658 -1.205328 -1.697895

Force components x, y, z for each atom (eV/Å):
C -0.4998 -0.1423 -0.8943
C -0.5373 -1.5726 0.5379
C 1.6201 1.2854 2.7250
C -2.1188 0.2480 2.7365
C -0.4482 0.4131 2.1003
C -0.9332 -3.7696 -0.1322
C -0.7622 -1.5355 -1.3083
N 1.6413 0.0649 1.1739
N -3.0762 0.8835 -0.5484
N 1.2466 -0.6732 0.0916
N 2.3424 1.2183 -0.0897
O 0.2116 -0.6058 -0.2785
O 1.2102 1.1161 -0.7103
O -1.3534 -0.3009 0.1621
H 0.1410 -0.3071 -1.0159
H -0.3485 -0.1032 -1.9139
H 0.7980 1.6291 0.7712
H 0.4753 -0.2973 -0.5931
H -0.8072 2.1391 -1.1913
H 1.0474 -0.7456 0.2780
H -1.0448 0.6874 -0.9101
H 1.1954 0.3683 -0.9905